Entry 1:
An isolated ion of composition C10H11N4 and charge +1 at a distorted geometry, computed with the ωB97M-V functional and the def2-TZVPD basis.

Positions of all 25 atoms, in Å:
N: 2.092 -1.287 0.132
N: -1.329 -1.868 -0.517
N: 0.747 -1.120 -0.024
N: -3.415 -3.091 -0.724
C: 0.436 -3.577 0.130
C: 0.084 3.349 1.982
C: 0.262 0.223 -0.181
C: -0.690 1.972 -1.523
C: -2.435 -2.504 -0.738
C: -0.707 2.870 -0.409
C: -0.171 0.714 -1.404
C: -0.127 2.444 0.802
C: 0.205 1.147 0.796
C: -0.185 -2.176 -0.081
H: -1.146 3.785 -0.392
H: -0.241 -4.257 -0.149
H: 0.034 -0.090 -2.180
H: 2.396 -0.273 -0.020
H: 0.089 2.762 2.915
H: 2.507 -1.796 -0.745
H: -0.472 4.296 2.016
H: -1.066 2.215 -2.540
H: 1.121 3.695 1.951
H: 1.451 -3.778 -0.251
H: 0.559 -3.654 1.154

Values from the calculation:
HOMO-LUMO gap (alpha / beta) = 0.31923 / 0.19760 Eh
largest force on an atom = 4.1 eV/A
energy relative to the best compared isomer or geometry (same formula, charge and spin) = 129.4 kcal per mole
E_tot = -606.1872 Ha
net charge = +1
HOMO (alpha / beta) = -13.3 / -13.1 eV

***

Entry 2:
An isolated ion of composition C10H11N4O and charge +1 at a distorted geometry, computed with the ωB97M-V functional and the def2-TZVPD basis.

Positions of all 26 atoms, in Å:
O: 3.883 0.847 -0.085
N: 1.611 0.630 0.335
N: 0.789 -0.458 0.422
N: 2.873 0.101 -0.006
N: 3.224 -2.230 -0.734
C: 1.404 1.868 0.704
C: -0.449 -0.587 0.222
C: -1.315 0.418 -0.374
C: -2.639 0.104 -0.549
C: 0.000 2.448 0.636
C: -2.475 -2.036 0.504
C: -0.736 1.773 -0.582
C: -3.282 -1.112 -0.185
C: -1.151 -1.786 0.721
C: 2.847 -1.190 -0.172
H: 0.108 3.528 0.364
H: 3.625 -2.297 -1.723
H: 2.994 -3.203 -0.284
H: -0.589 2.355 1.634
H: -1.582 2.367 -0.828
H: -3.030 -2.950 0.730
H: 2.302 2.500 0.769
H: -3.285 0.876 -0.981
H: -0.620 -2.449 1.407
H: -0.210 1.783 -1.555
H: -4.298 -1.301 -0.391

Values from the calculation:
HOMO-LUMO gap (alpha / beta) = 0.19868 / 0.25925 Eh
largest force on an atom = 5.7 eV/A
energy relative to the best compared isomer or geometry (same formula, charge and spin) = 161.3 kcal per mole
E_tot = -681.3710 Ha
net charge = +1
HOMO (alpha / beta) = -11.0 / -11.8 eV

***

Entry 3:
C10H11N8O2S2Zn as an isolated structure, computed with the ωB97M-V functional and the def2-TZVPD basis.

Positions of all 34 atoms, in Å:
Zn: -0.651 -0.258 -0.250
S: 3.090 -2.616 1.000
S: -0.766 1.566 4.008
O: 0.761 0.343 -2.442
O: -0.602 1.577 -1.173
N: -4.149 -3.006 2.801
N: -0.575 0.511 1.690
N: 1.416 2.147 -4.066
N: -2.429 1.920 1.914
N: 1.810 -2.478 -1.379
N: 1.075 -1.165 0.418
N: -2.042 -1.493 -0.733
N: -3.592 -2.995 0.386
C: 2.437 -1.587 2.227
C: -3.878 -2.983 1.679
C: 1.882 -2.060 -0.099
C: 0.497 0.041 2.430
C: 0.529 2.645 -2.964
C: 0.205 1.406 -2.119
C: 1.381 -0.899 1.744
C: -2.781 -2.197 -0.134
C: -1.329 1.323 2.394
C: 0.560 0.500 3.697
H: 1.061 3.388 -2.375
H: -3.038 2.454 2.507
H: 1.281 0.275 4.463
H: 2.259 -3.341 -1.636
H: 1.559 1.140 -3.803
H: 2.852 -1.579 3.220
H: 0.973 2.197 -4.982
H: -0.369 3.090 -3.380
H: 0.984 -2.233 -1.902
H: 2.311 2.628 -4.114
H: -2.723 1.741 0.969

Values from the calculation:
HOMO-LUMO gap = 0.28102 Eh
largest force on an atom = 0.4 eV/A
energy relative to the best compared isomer or geometry (same formula, charge and spin) = 1.2 kcal per mole
E_tot = -3551.8015 Ha
net charge = +1
HOMO = -10.9 eV

***

Entry 4:
An isolated molecule of C10H11NO at a distorted geometry, computed with the ωB97M-V functional and the def2-TZVPD basis.

Positions of all 23 atoms, in Å:
O: 1.810 2.562 0.289
N: 2.607 1.611 0.538
C: 1.275 -2.449 -0.039
C: 1.737 -1.653 -0.993
C: 0.500 -1.918 1.044
C: -1.031 0.526 -0.823
C: -0.215 -0.780 0.966
C: 0.030 0.076 -0.195
C: -2.428 0.969 -0.874
C: -2.789 1.617 0.470
C: 1.482 -0.139 -0.793
C: 2.668 0.424 0.079
H: 0.347 -2.606 1.993
H: -2.862 0.014 -0.961
H: -0.967 -0.328 1.622
H: -2.077 2.434 0.756
H: 2.296 -1.862 -1.868
H: -2.442 1.777 -1.586
H: 3.530 0.001 0.546
H: -3.870 1.820 0.367
H: 1.646 0.310 -1.683
H: 1.544 -3.433 -0.231
H: -2.790 1.027 1.377

Values from the calculation:
HOMO-LUMO gap (alpha / beta) = 0.30094 / 0.26231 Eh
largest force on an atom = 4.4 eV/A
energy relative to the best compared isomer or geometry (same formula, charge and spin) = 203.7 kcal per mole
E_tot = -517.3480 Ha
net charge = 0
HOMO (alpha / beta) = -8.2 / -7.7 eV

***

Entry 5:
A 3-piece molecular cluster, C10H11NO overall at a distorted geometry, computed with the ωB97M-V functional and the def2-TZVPD basis.

Positions of all 23 atoms, in Å:
O: 0.296 2.259 -2.365
N: -2.414 0.630 -0.822
C: 0.665 -2.168 0.618
C: 1.174 0.356 1.908
C: 1.359 -0.889 2.642
C: -0.431 -0.808 -1.474
C: 1.208 -2.049 1.950
C: -1.220 0.724 -1.641
C: 0.549 1.661 0.118
C: 0.004 1.607 -1.313
C: 0.651 0.301 0.701
C: 0.348 -0.927 -0.071
H: 0.779 -3.066 0.006
H: 0.305 -0.884 -2.226
H: -0.483 1.998 0.709
H: 1.485 -3.158 2.103
H: 1.375 2.292 -0.078
H: -3.748 0.319 -1.545
H: 1.715 1.278 2.111
H: -2.569 2.006 -0.872
H: -1.188 -1.421 -1.503
H: 1.329 -1.000 3.912
H: -1.185 0.939 -2.869

Values from the calculation:
HOMO-LUMO gap = 0.32354 Eh
largest force on an atom = 7.2 eV/A
energy relative to the best compared isomer or geometry (same formula, charge and spin) = 216.2 kcal per mole
E_tot = -517.3281 Ha
net charge = 0
HOMO = -9.0 eV